Entry from OMol25: C33H44Cl2HfN4O as an isolated structure (the ωB97M-V functional and the def2-TZVPD basis).

XYZ file:
```
85
Properties=species:S:1:pos:R:3
Hf 0.066 0.535 0.574
C -3.144 1.129 0.532
N -2.095 0.125 0.267
C -2.265 -0.337 -1.126
C -2.272 -1.036 1.170
C -1.788 -0.755 2.593
N -0.320 -0.562 2.623
C 0.055 0.164 3.850
C 0.337 -1.883 2.673
H -4.141 0.688 0.424
H -3.058 1.951 -0.178
H -3.065 1.547 1.535
H -3.243 -0.808 -1.255
H -1.494 -1.067 -1.384
H -2.212 0.509 -1.811
H -1.698 -1.869 0.755
H -3.329 -1.333 1.200
H -2.077 -1.592 3.244
H -2.283 0.139 2.983
H -0.316 -0.348 4.744
H -0.355 1.174 3.858
H 1.141 0.237 3.917
H 0.048 -2.424 3.579
H 1.421 -1.766 2.678
H 0.062 -2.495 1.817
Cl 1.396 -3.278 -2.088
C 2.409 -2.338 -1.077
C 3.793 -2.548 -1.090
C 4.645 -1.802 -0.307
Cl 6.331 -2.107 -0.340
C 4.125 -0.773 0.524
C 4.907 0.047 1.356
C 4.304 1.039 2.097
C 2.926 1.229 1.989
N 2.146 0.468 1.233
C 2.717 -0.553 0.518
C 1.841 -1.357 -0.265
O 0.530 -1.140 -0.208
H 4.192 -3.321 -1.726
H 5.974 -0.109 1.400
H 4.886 1.679 2.740
H 2.436 2.035 2.527
C -2.038 3.451 3.782
C -1.366 3.852 2.505
C -1.335 5.197 2.155
C -0.739 5.610 0.974
C -0.662 7.059 0.626
C -0.207 4.667 0.101
C -0.232 3.302 0.399
C -0.785 2.933 1.647
N 0.193 2.245 -0.391
C 0.784 2.413 -1.725
C -0.194 3.044 -2.729
C 0.448 3.100 -4.115
C 0.753 1.684 -4.598
C 1.728 1.027 -3.624
C 3.029 1.823 -3.561
C 2.721 3.242 -3.090
C 1.745 3.905 -4.061
C 2.103 3.205 -1.690
C 1.115 0.994 -2.219
H -2.993 3.965 3.867
H -1.437 3.753 4.638
H -2.222 2.380 3.844
H -1.779 5.919 2.820
H -1.259 7.653 1.312
H -1.016 7.229 -0.389
H 0.373 7.397 0.675
H 0.226 5.035 -0.811
H -0.755 1.862 1.905
H -0.478 4.045 -2.418
H -1.106 2.443 -2.766
H -0.253 3.582 -4.801
H 1.192 1.720 -5.594
H -0.168 1.101 -4.662
H 1.934 0.002 -3.947
H 3.502 1.845 -4.541
H 3.727 1.348 -2.868
H 3.647 3.824 -3.049
H 2.191 3.942 -5.054
H 1.543 4.931 -3.751
H 1.938 4.224 -1.345
H 2.791 2.727 -0.984
H 1.851 0.553 -1.537
H 0.201 0.382 -2.235
```

Summary:
**Frontier orbital gap**: 0.259 hartree
**E_LUMO**: -6.43 eV
**Molar mass**: 762.14 g/mol
**Charge**: +2

Mulliken population analysis, charges in e, atoms 1 to 2: -0.85, -1.05



Entry from OMol25: C33H44Cl3IN5O5SiV as an isolated structure (the ωB97M-V functional and the def2-TZVPD basis).

XYZ file:
```
93
Properties=species:S:1:pos:R:3
V -0.239 -0.010 -0.025
C 1.557 3.515 -1.265
C 1.930 2.451 -2.250
N 2.663 2.787 -3.293
C 3.080 1.852 -4.152
C 2.842 0.504 -3.993
C 3.424 -0.505 -4.961
O 4.309 0.051 -5.907
C 2.052 0.104 -2.903
C 1.849 -1.287 -2.553
N 1.265 -1.608 -1.466
C 1.334 -2.854 -0.849
C 0.953 -4.071 -1.406
C 0.969 -5.223 -0.635
C 1.377 -5.180 0.690
C 1.801 -3.982 1.253
C 1.771 -2.843 0.478
I 2.429 -0.970 1.233
C 1.535 1.105 -2.051
O 0.669 0.783 -1.105
H 1.286 4.433 -1.782
H 2.428 3.732 -0.642
H 0.755 3.204 -0.604
H 3.641 2.217 -5.002
H 2.619 -0.950 -5.551
H 3.915 -1.316 -4.410
H 5.079 0.410 -5.454
H 2.310 -2.057 -3.177
H 0.610 -4.095 -2.433
H 0.652 -6.161 -1.071
H 1.370 -6.078 1.292
H 2.144 -3.940 2.277
C -2.151 3.541 3.734
C -0.809 3.228 4.381
C -0.229 1.861 3.966
C 1.163 1.706 4.653
C 1.654 0.271 4.843
C -1.122 0.729 4.447
O -1.641 0.707 5.532
N -1.235 -0.375 3.595
C -0.875 -0.357 2.283
O -0.942 -1.360 1.531
N -0.400 0.766 1.738
C -0.009 1.872 2.451
O 0.553 2.792 1.896
H -2.474 4.548 3.995
H -2.914 2.844 4.077
H -2.093 3.483 2.646
H -0.916 3.232 5.465
H -0.075 3.982 4.097
H 1.095 2.187 5.629
H 1.877 2.270 4.051
H 1.056 -0.253 5.589
H 2.688 0.282 5.187
H 1.624 -0.297 3.914
H -1.768 -1.167 3.928
C -4.830 0.968 -1.719
Si -3.205 0.114 -2.038
C -2.238 1.177 -3.307
C -1.053 0.432 -3.935
C -1.752 2.456 -2.605
C -3.197 1.592 -4.432
C -3.341 -1.778 -2.288
C -3.892 -2.411 -1.001
C -4.312 -2.060 -3.441
C -1.984 -2.431 -2.584
H -5.405 1.062 -2.642
H -4.689 1.973 -1.313
H -5.463 0.400 -1.017
H -0.479 -0.111 -3.185
H -0.381 1.137 -4.436
H -1.398 -0.287 -4.681
H -1.113 2.240 -1.749
H -2.599 3.049 -2.253
H -1.184 3.070 -3.311
H -3.668 0.728 -4.907
H -2.645 2.144 -5.199
H -3.988 2.243 -4.058
H -4.850 -1.978 -0.694
H -3.184 -2.315 -0.173
H -4.046 -3.482 -1.171
H -5.300 -1.647 -3.225
H -4.420 -3.139 -3.579
H -3.955 -1.631 -4.382
H -1.260 -2.178 -1.803
H -1.579 -2.132 -3.553
H -2.103 -3.518 -2.584
Cl -6.846 -0.858 0.223
C -3.883 0.212 1.489
Cl -4.723 1.671 1.842
Cl -4.341 -1.178 2.387
C -2.973 0.199 0.552
N -2.226 0.237 -0.438
```

Summary:
**2S+1**: 3
**Frontier orbital gap (alpha / beta)**: 0.193 / 0.191 hartree
**E_LUMO (alpha / beta)**: -1.57 / -1.61 eV
**ΔE to the lowest compared entry with this formula, charge and spin**: 24.1 kcal per mole
**Molar mass**: 903.04 g/mol
**<S²>**: 2.01

Mulliken population analysis, charges in e, atoms 1 to 2: 0.13, -1.13



Entry from OMol25: C33H44CsF5N8O5S as an isolated structure (the ωB97M-V functional and the def2-TZVPD basis).

XYZ file:
```
97
Properties=species:S:1:pos:R:3
Cs -0.034 -0.094 -0.201
C 7.443 -0.889 2.216
C 6.656 -0.730 0.909
C 6.806 0.709 0.395
C 7.245 -1.673 -0.141
C 5.179 -1.012 1.172
C 4.465 -1.999 0.514
C 3.105 -2.153 0.768
N 2.418 -1.388 1.609
C 3.105 -0.443 2.259
C 4.464 -0.232 2.080
C 2.298 0.486 3.100
C 2.809 1.090 4.240
C 2.060 2.051 4.918
C 0.810 2.353 4.399
C 0.364 1.684 3.263
N 1.076 0.761 2.636
C 2.642 2.736 6.151
C 3.934 3.464 5.754
C 2.957 1.679 7.218
C 1.677 3.759 6.750
H 8.501 -0.675 2.045
H 7.356 -1.910 2.595
H 7.082 -0.209 2.988
H 7.858 0.927 0.195
H 6.437 1.436 1.120
H 6.249 0.838 -0.532
H 8.300 -1.437 -0.290
H 6.744 -1.562 -1.104
H 7.173 -2.716 0.173
H 4.923 -2.634 -0.230
H 2.525 -2.883 0.223
H 4.945 0.586 2.602
H 3.797 0.812 4.585
H 0.179 3.120 4.824
H -0.588 1.945 2.816
H 4.679 2.772 5.362
H 4.363 3.970 6.623
H 3.729 4.209 4.984
H 3.671 0.942 6.851
H 2.048 1.150 7.512
H 3.383 2.153 8.105
H 1.446 4.551 6.037
H 2.133 4.218 7.630
H 0.741 3.291 7.059
C -5.724 1.772 0.730
N -4.488 1.734 -0.020
C -4.372 2.707 -1.077
C -3.714 0.612 -0.087
N -3.068 0.197 -1.118
N -3.642 -0.188 1.073
C -3.244 0.307 2.327
N -2.420 -0.583 3.002
N -3.676 1.411 2.789
H -6.583 1.739 0.043
H -5.774 2.682 1.327
H -5.777 0.929 1.408
H -4.765 3.657 -0.716
H -4.933 2.418 -1.979
H -3.324 2.864 -1.321
H -3.316 0.738 -1.939
H -3.183 -1.063 0.835
H -1.880 -1.218 2.426
H -1.897 -0.166 3.756
H -3.226 1.633 3.673
O 5.201 -2.336 -5.691
C 5.556 -1.426 -4.920
O 6.634 -0.796 -4.875
C 4.508 -0.999 -3.860
C 4.776 0.050 -2.987
C 3.846 0.369 -2.013
N 2.716 -0.307 -1.822
C 2.433 -1.290 -2.683
C 3.286 -1.645 -3.724
C 1.137 -2.057 -2.414
O 0.400 -2.346 -3.368
O 0.915 -2.306 -1.191
H 5.710 0.588 -3.089
H 4.022 1.193 -1.326
H 3.021 -2.439 -4.408
C -1.524 -4.174 -0.986
S -0.937 -3.626 0.609
C -1.923 -4.721 1.658
O -1.559 -2.283 0.829
H -1.223 -5.212 -1.135
H -1.013 -3.530 -1.708
H -2.605 -4.058 -1.036
H -1.596 -5.753 1.537
H -2.978 -4.613 1.408
H -1.752 -4.393 2.681
F -1.349 3.852 1.872
C -0.767 3.497 0.604
F -1.633 4.172 -0.308
C 0.463 4.392 0.584
F 1.354 4.018 1.536
F 0.263 5.730 0.796
F 1.105 4.312 -0.600
```

Summary:
**Frontier orbital gap**: 0.208 hartree
**E_LUMO**: 3.30 eV
**ΔE to the lowest compared entry with this formula, charge and spin**: 20.2 kcal per mole
**Molar mass**: 892.73 g/mol
**Charge**: -2

Mulliken population analysis, charges in e, atoms 1 to 2: 1.26, -1.79



Entry from OMol25: C33H44INPZr as an isolated structure (the ωB97M-V functional and the def2-TZVPD basis).

XYZ file:
```
81
Properties=species:S:1:pos:R:3
Zr -13.151 10.729 3.379
I -11.106 11.168 1.548
C -13.027 8.678 3.192
C -12.921 7.569 2.424
C -13.290 6.341 2.990
C -13.664 6.216 4.336
C -13.697 7.315 5.220
C -14.270 7.389 6.519
C -14.552 8.625 7.096
C -14.090 9.816 6.541
C -13.494 9.762 5.291
C -13.284 8.569 4.610
H -12.682 7.669 1.353
H -13.128 5.416 2.389
H -13.909 5.208 4.626
H -14.534 6.476 7.003
H -15.040 8.599 8.070
H -14.281 10.767 7.047
C -17.175 12.382 2.002
C -16.191 12.254 0.950
C -15.150 11.385 1.170
N -15.041 10.689 2.359
C -16.106 10.647 3.283
C -17.186 11.492 3.101
H -17.898 13.172 1.913
H -16.287 12.887 0.075
H -14.383 11.048 0.444
H -15.992 9.981 4.143
H -18.014 11.494 3.747
C -16.154 15.810 5.871
C -16.011 15.857 4.312
C -14.927 14.922 3.821
C -14.072 14.392 5.003
C -14.898 13.591 5.932
C -16.143 14.421 6.462
P -12.553 13.353 4.563
C -11.487 14.578 3.594
C -11.882 14.762 2.150
C -10.682 15.438 1.403
C -10.007 16.645 2.130
C -10.859 17.099 3.337
C -11.061 15.890 4.350
C -11.399 13.160 6.111
C -11.254 11.726 6.630
C -10.237 11.680 7.828
C -10.709 12.605 8.973
C -11.930 13.449 8.602
C -11.706 14.147 7.278
H -17.122 16.302 6.179
H -15.509 16.566 6.302
H -15.848 16.893 3.982
H -16.997 15.565 3.867
H -14.308 15.337 3.043
H -15.361 14.087 3.265
H -13.657 15.293 5.449
H -14.316 13.178 6.779
H -15.271 12.711 5.434
H -16.121 14.537 7.551
H -17.056 13.880 6.154
H -10.533 13.950 3.559
H -12.788 15.368 2.043
H -12.121 13.841 1.599
H -10.879 15.772 0.384
H -9.924 14.609 1.253
H -9.867 17.443 1.460
H -9.042 16.376 2.544
H -11.837 17.531 3.049
H -10.276 17.832 3.954
H -11.775 16.049 5.173
H -10.085 15.820 4.868
H -10.450 13.484 5.639
H -10.900 11.037 5.828
H -12.214 11.400 7.023
H -9.220 11.859 7.502
H -10.282 10.663 8.186
H -9.869 13.221 9.318
H -11.022 11.954 9.759
H -12.154 14.187 9.370
H -12.906 12.874 8.562
H -10.777 14.766 7.397
H -12.582 14.797 7.064
```

Summary:
**Frontier orbital gap (alpha / beta)**: 0.150 / 0.133 hartree
**E_LUMO (alpha / beta)**: -13.28 / -13.51 eV
**Molar mass**: 703.82 g/mol
**Charge**: +3

Mulliken population analysis, charges in e, atoms 1 to 2: -0.87, -0.11



Entry from OMol25: a 3-piece molecular cluster, C33H45ClN3O14P overall (the ωB97M-V functional and the def2-TZVPD basis).

XYZ file:
```
97
Properties=species:S:1:pos:R:3
C 2.725 -2.318 -4.712
C 1.652 -3.337 -4.426
O 1.944 -4.501 -4.207
N 0.303 -2.855 -4.396
C -0.440 -3.355 -3.216
C -1.457 -2.337 -2.683
C -1.042 -0.893 -2.948
C -1.597 0.025 -1.858
C -1.407 1.521 -2.079
C -2.632 2.249 -1.517
O -3.803 1.982 -1.687
N -2.168 3.319 -0.747
C -0.836 3.684 -1.221
N -0.247 4.516 -0.172
C -0.978 5.784 -0.090
C -1.362 6.550 -1.345
O -1.300 6.210 1.005
C 1.186 4.744 -0.272
C 1.741 5.796 -1.205
O 1.934 4.107 0.452
C -0.187 2.268 -1.465
O 0.308 1.811 -0.261
C 1.115 0.658 -0.333
C 1.097 -0.148 0.972
C 1.645 -1.534 0.626
C -0.258 -0.046 1.694
C -0.794 -1.252 2.460
C 0.211 -1.898 3.417
C -1.521 -2.275 1.603
P 0.959 2.582 -2.967
O 1.098 1.148 -3.716
Cl 2.874 2.769 -2.187
H 3.510 -2.828 -5.249
H 3.089 -1.922 -3.773
H 2.316 -1.530 -5.331
H -0.146 -3.161 -5.247
H 0.287 -3.563 -2.444
H -0.923 -4.293 -3.466
H -1.466 -2.470 -1.606
H -2.443 -2.533 -3.085
H -1.350 -0.570 -3.931
H 0.034 -0.873 -2.861
H -1.164 -0.309 -0.925
H -2.662 -0.169 -1.789
H -1.405 1.785 -3.140
H -2.878 4.038 -0.839
H -0.924 4.141 -2.208
H -1.057 7.574 -1.188
H -2.427 6.485 -1.521
H -0.852 6.192 -2.226
H 2.795 5.609 -1.318
H 1.289 5.709 -2.187
H 1.574 6.776 -0.775
H 2.154 0.909 -0.520
H 0.814 -0.008 -1.142
H 1.837 0.332 1.602
H 0.900 -2.245 0.299
H 2.351 -1.425 -0.197
H 2.230 -1.926 1.443
H -0.173 0.761 2.413
H -1.040 0.285 1.023
H -1.565 -0.850 3.113
H 0.712 -2.718 2.910
H -0.296 -2.337 4.265
H 0.969 -1.195 3.741
H -2.422 -1.803 1.216
H -1.863 -3.115 2.194
H -0.960 -2.611 0.740
H 1.645 0.531 -3.219
O 6.625 -0.337 3.709
C 6.163 0.690 3.245
C 5.055 0.733 2.312
C 4.618 1.912 1.840
O 3.609 2.006 0.993
C 5.262 3.214 2.250
O 4.840 4.242 1.764
C 6.362 3.167 3.203
C 6.786 1.988 3.673
O 7.782 1.867 4.542
H 4.605 -0.207 2.024
H 3.438 2.957 0.799
H 6.808 4.105 3.501
H 7.879 0.910 4.705
O -7.867 -5.198 1.033
C -6.823 -5.104 1.648
C -5.629 -5.874 1.341
C -4.528 -5.712 2.086
O -3.401 -6.376 1.868
C -4.483 -4.753 3.242
O -3.445 -4.679 3.873
C -5.668 -3.967 3.536
C -6.769 -4.127 2.790
O -7.888 -3.448 2.995
H -5.673 -6.563 0.510
H -2.773 -6.072 2.549
H -5.620 -3.269 4.360
H -8.520 -3.758 2.320
```

Summary:
**SMILES string**: CC(=O)NCCCC[C@H]1C(=O)N[C@@H](N(C(C)=O)C(C)=O)[C@]1(OC[C@H](C)CC(C)C)P(O)Cl.O=C1C=C(O)C(=O)C=C1O.O=C1C=C(O)C(=O)C=C1O
**Frontier orbital gap**: 0.286 hartree
**E_LUMO**: -1.49 eV
**Molar mass**: 774.16 g/mol

Mulliken population analysis, charges in e, atoms 1 to 2: -1.02, 0.56



no.,total energy (eV)
1,-69285.541
2,-131858.383
3,-82068.173
4,-55064.346
5,-89896.648